1.
Here is the ion C22H31BrN3O4S with charge +1 from the OMol25 dataset. Energies are from ωB97M-V/def2-TZVPD.

The total energy is -4294.22328 hartree. The energy relative to the best compared isomer or geometry (same formula, charge and spin) comes out at 0.0 kcal/mol. Its HOMO energy is -10.937 eV. As for the charge: +1.

The geometry in XYZ format:
```
62
C22H31BrN3O4S | the OMol25 dataset | ωB97M-V/def2-TZVPD
Br 5.27 2.08 0.03
S -3.10 3.14 0.26
O -0.45 -1.51 2.19
O -2.41 -0.46 1.93
O 3.05 -2.20 -0.32
O 4.30 -0.62 0.67
N 0.12 2.89 1.21
N -3.60 0.53 -0.18
N -4.23 2.06 -1.79
C -3.68 1.76 -0.62
C -0.50 -1.39 -1.25
C 2.55 2.58 0.70
C 1.28 2.16 1.07
C -0.76 -2.89 -1.34
C 0.92 1.20 -2.44
C -0.89 2.04 1.54
C -0.40 0.74 1.64
C -1.18 -0.45 1.93
C -0.57 0.86 -2.44
C -0.82 -0.65 -2.54
C 0.06 4.31 1.02
C 5.42 -2.56 0.00
C 3.52 1.61 0.58
C 1.00 0.80 1.34
C -1.12 -2.77 2.36
C 4.12 -1.83 0.08
C -2.27 2.50 1.79
C -0.51 -3.59 0.00
C 2.00 -0.16 1.24
C -1.62 -3.34 1.03
C 3.25 0.25 0.83
H -4.29 3.01 -2.10
H -2.29 3.37 2.45
H 0.37 4.56 0.00
H 0.55 -1.24 -0.99
H -2.88 1.71 2.22
H 1.06 2.28 -2.36
H 6.14 -1.96 -0.55
H -0.94 4.68 1.18
H -0.42 -4.66 -0.18
H 0.45 -3.25 0.39
H -0.37 -3.42 2.80
H 1.80 -1.19 1.45
H 5.27 -3.52 -0.49
H -1.78 -3.08 -1.67
H -1.95 -2.64 3.05
H -1.11 -0.96 -0.45
H 2.78 3.61 0.50
H -1.87 -0.82 -2.80
H -0.08 -3.31 -2.08
H -0.22 -1.05 -3.35
H -2.14 -4.27 1.27
H 0.74 4.81 1.72
H -3.16 0.24 0.73
H -4.62 1.34 -2.38
H -1.02 1.24 -1.52
H -3.96 -0.22 -0.75
H 1.43 0.73 -1.60
H -2.37 -2.65 0.62
H 5.81 -2.71 1.01
H -1.04 1.37 -3.28
H 1.38 0.86 -3.36
```

***

2.
Here is a structure of composition C22H31ClNO14P3Tb in a non-equilibrium geometry from the OMol25 dataset. Energies are from ωB97M-V/def2-TZVPD.

The spin multiplicity is 7. The total energy is -4274.20182 hartree. The energy relative to the best compared isomer or geometry (same formula, charge and spin) comes out at 63.9 kcal/mol. Its HOMO energy (alpha / beta) is -5.629 / -5.629 eV. As for the charge: -1.

The geometry in XYZ format:
```
73
C22H31ClNO14P3Tb | the OMol25 dataset | ωB97M-V/def2-TZVPD
Tb -0.34 -0.74 1.05
Cl 0.33 6.97 3.05
P -2.45 -1.51 3.32
P -1.99 0.38 -1.15
P -1.81 -3.20 1.18
O 1.67 -1.25 2.65
O -1.05 -1.91 4.00
O -0.39 -3.00 1.66
O 0.51 -1.96 -0.77
O -0.12 1.60 0.72
O 2.05 0.06 0.17
O -2.75 -2.89 2.46
O -2.07 -4.74 0.88
O 4.63 -4.08 -4.90
O -0.04 0.70 3.29
O 5.62 -2.26 -4.31
O -2.17 -2.31 0.04
O -3.47 -1.23 4.32
O -2.16 -0.50 2.19
N 4.71 -3.07 -4.21
C 0.23 5.35 2.38
C 3.04 0.75 3.11
C 0.31 3.90 0.45
C -1.50 1.93 -1.98
C 2.65 -1.40 -1.60
C -0.18 1.87 3.58
C 1.50 -2.23 -1.51
C -3.52 0.88 -0.28
C -4.62 1.52 -1.13
C -0.08 2.98 2.65
C 0.00 4.27 3.19
C 2.98 -0.75 2.94
C 0.40 5.15 1.01
C 3.62 -2.79 -3.28
C 2.52 -3.66 -3.21
C -0.11 1.87 -2.61
C -1.63 -1.54 -3.21
C 3.69 -1.67 -2.49
C 1.49 -3.40 -2.35
C 0.03 2.75 1.26
C -2.66 -0.66 -2.51
C 2.81 -0.25 -0.73
H 4.55 -1.02 -2.55
H -5.48 1.78 -0.51
H 3.72 0.36 -0.90
H 2.52 1.08 4.01
H 0.23 2.86 -2.93
H -4.97 0.84 -1.91
H 0.45 3.75 -0.61
H -1.14 -2.19 -2.49
H 1.10 -1.03 3.40
H 4.09 1.06 3.20
H -3.88 -0.02 0.22
H 3.35 -1.25 3.83
H -2.10 -2.15 -3.98
H 0.62 1.48 -1.90
H -3.21 1.56 0.52
H -0.36 2.14 4.64
H 2.60 1.26 2.25
H -2.82 -4.85 0.28
H -0.09 1.22 -3.49
H -2.26 2.19 -2.73
H 0.64 -4.07 -2.27
H -0.62 -2.61 3.47
H -0.85 -0.95 -3.70
H 0.61 6.01 0.38
H -0.12 4.41 4.27
H -3.41 -1.30 -2.04
H -1.53 2.71 -1.22
H 3.59 -1.07 2.10
H -3.18 -0.01 -3.22
H -4.28 2.44 -1.62
H 2.52 -4.54 -3.84
```

***

3.
Here is a cluster of 6 separate species, C22H31F6NO17S in total in a non-equilibrium geometry from the OMol25 dataset. Energies are from ωB97M-V/def2-TZVPD.

The total energy is -3188.13628 hartree. Its HOMO energy is -10.049 eV. The structure (SMILES) is CCCN([C@H](C)CC)S(=O)(=O)F.O=C1OC[C@@H](F)O1.O=C1OC[C@@H](F)O1.O=C1OC[C@@H](F)O1.O=C1OC[C@@H](F)O1.O=C1OC[C@@H](F)O1.

The geometry in XYZ format:
```
78
C22H31F6NO17S | the OMol25 dataset | ωB97M-V/def2-TZVPD
S 3.62 2.32 2.06
F 5.36 2.12 -1.05
F -6.77 0.91 1.23
F -3.21 -4.68 -3.75
F 4.34 -5.77 1.32
F -4.65 -0.80 -1.75
F 4.90 3.25 1.57
O -3.78 -0.29 0.26
O -2.28 -2.62 -3.80
O 7.13 -1.86 -0.26
O -9.87 1.14 2.71
O -2.73 0.92 1.85
O 4.26 1.18 2.77
O -1.29 -0.75 -3.04
O -8.27 2.48 1.87
O -3.60 1.94 0.04
O 3.61 -3.76 -1.37
O 8.10 0.17 -0.39
O 5.87 -0.02 -0.53
O -10.25 3.35 2.50
O 2.57 -5.14 0.06
O -1.19 -2.65 -1.84
O 1.37 -3.91 -1.39
O 2.90 3.13 3.05
N 2.73 1.76 0.75
C -8.80 0.30 2.27
C 2.29 0.36 0.93
C 6.16 1.35 -0.27
C 2.42 -4.24 -0.94
C 0.39 2.71 1.19
C -9.53 2.42 2.37
C -1.56 -1.89 -2.90
C 1.52 -0.23 -0.31
C -0.83 3.24 0.34
C 3.94 -5.51 0.05
C 4.61 -4.29 -0.50
C -7.65 1.25 2.21
C 2.22 4.16 0.17
C 1.67 2.68 0.30
C 0.07 -0.66 0.14
C -1.83 -3.92 -1.99
C -4.70 0.10 -0.74
C 7.60 1.47 -0.69
C -4.18 1.44 -1.17
C -3.31 0.86 0.81
C 7.04 -0.69 -0.38
C -2.08 -3.98 -3.47
H -0.70 4.34 0.28
H 4.07 -6.41 -0.56
H 3.29 4.11 -0.13
H -1.24 -4.38 -4.05
H 2.03 -1.17 -0.59
H 1.54 0.41 -1.20
H -9.05 -0.12 1.29
H -3.41 1.36 -1.94
H 4.84 -3.55 0.28
H 2.09 4.72 1.11
H 1.68 4.66 -0.65
H 0.15 1.77 1.71
H -8.64 -0.52 2.97
H 7.71 1.66 -1.76
H 5.98 1.57 0.78
H -0.82 2.86 -0.70
H -1.18 -4.72 -1.64
H -4.97 2.10 -1.53
H -1.78 3.05 0.86
H 3.21 -0.26 1.07
H -7.11 1.37 3.15
H -0.66 -0.25 -0.58
H 1.34 2.43 -0.73
H -0.21 -0.30 1.15
H 8.13 2.24 -0.14
H 0.53 3.47 1.99
H 1.73 0.23 1.88
H 0.05 -1.76 0.19
H -2.76 -3.93 -1.41
H -5.70 0.12 -0.32
H 5.53 -4.51 -1.04
```

***

4.
Here is a structure of composition C22H31GeN6O4PTi in a non-equilibrium geometry from the OMol25 dataset. Energies are from ωB97M-V/def2-TZVPD.

The spin multiplicity is 3. The total energy is -4754.02764 hartree. The energy relative to the best compared isomer or geometry (same formula, charge and spin) comes out at 0.0 kcal/mol. Its HOMO energy (alpha / beta) is -5.226 / -6.846 eV.

The geometry in XYZ format:
```
66
C22H31GeN6O4PTi | the OMol25 dataset | ωB97M-V/def2-TZVPD
Ge -2.55 -2.58 -1.19
Ti -1.41 0.82 -0.09
P -0.39 -0.66 1.66
O -2.37 6.72 -2.63
O -2.56 4.57 1.17
O -1.81 2.39 1.22
O -2.21 6.64 -0.44
N 0.50 0.82 -0.94
N -1.68 2.72 -2.80
N 1.88 -2.42 1.50
N 1.62 -1.35 3.68
N 0.05 -3.08 3.03
N -1.66 2.45 -1.50
C -1.82 3.54 -0.83
C -0.85 -3.54 -1.70
C 1.62 0.94 -1.36
C -3.62 -4.05 -0.18
C -2.00 4.61 -1.74
C -2.33 -0.91 -0.28
C 2.55 -1.78 2.70
C -2.19 6.08 -1.62
C 0.72 -0.26 3.15
C 3.35 2.34 -2.53
C 0.82 -2.46 4.12
C -1.01 -2.23 2.42
C -2.08 3.53 0.69
C -3.32 -2.64 -3.03
C 5.05 3.46 -1.19
C 4.34 3.28 -2.39
C 3.57 1.84 -0.19
C -1.88 4.03 -2.98
C 0.97 -3.59 2.01
C 2.88 1.71 -1.37
C 4.65 2.73 -0.07
C 1.04 -1.40 0.75
H 0.46 -3.96 1.12
H 4.58 3.89 -3.23
H 1.44 -3.15 4.68
H 0.04 -2.86 -1.86
H -4.46 -3.57 0.29
H 1.31 0.63 2.97
H -1.73 -1.96 3.19
H 0.67 -1.85 -0.17
H 3.24 -2.52 3.10
H 0.08 -2.17 4.89
H 1.75 -0.64 0.46
H -3.03 -4.44 0.62
H -3.95 -4.86 -0.82
H -0.45 -4.24 -0.95
H 2.88 2.19 -3.48
H -2.12 4.52 -3.93
H 3.10 -0.87 2.38
H -3.15 -0.65 0.42
H -3.36 -3.68 -3.27
H -1.47 -2.84 1.66
H -1.03 -4.14 -2.65
H 2.52 -2.80 0.79
H -2.27 5.99 0.28
H 5.84 4.18 -1.13
H 5.04 2.99 0.86
H -1.69 1.92 -3.41
H 3.12 1.42 0.66
H -4.28 -2.14 -3.17
H -0.05 -0.03 3.92
H 1.66 -4.41 2.41
H -2.55 -2.23 -3.69
```

***

5.
Here is a structure of composition C22H31N17OSr from the OMol25 dataset. Energies are from ωB97M-V/def2-TZVPD.

The total energy is -1893.79252 hartree. The energy relative to the best compared isomer or geometry (same formula, charge and spin) comes out at 63.4 kcal/mol. Its HOMO energy is -7.560 eV.

The geometry in XYZ format:
```
72
C22H31N17OSr | the OMol25 dataset | ωB97M-V/def2-TZVPD
Sr 0.28 0.68 -1.39
O -4.22 -1.86 1.53
N 0.98 2.84 -3.78
N -4.54 -3.61 0.18
N 2.45 -0.68 -0.69
N -3.40 -0.69 -3.94
N -1.57 1.27 0.28
N -1.49 -0.89 -2.82
N 2.93 2.24 0.05
N 0.27 3.15 -0.34
N -2.56 -2.31 0.01
N 1.59 1.69 -3.68
N -2.44 -1.74 -2.38
N -1.59 0.69 -4.62
N 0.75 0.70 -4.02
N -0.35 -1.20 0.02
N -0.92 -3.38 -1.39
N -3.55 -1.62 -3.02
N -0.29 2.65 -4.15
C 2.65 3.42 -0.77
C -1.63 -1.17 2.11
C -4.05 1.55 -0.82
C -3.18 -3.95 -1.71
C -2.32 0.18 0.13
C -1.98 2.47 -0.15
C -0.39 1.33 -4.29
C -1.33 4.97 0.09
C -5.81 -3.84 0.85
C -3.60 0.31 -0.42
C 0.74 -1.77 0.80
C 1.97 -1.95 -0.08
C -1.64 -1.14 0.57
C 3.62 -0.10 -0.01
C -2.24 -2.87 -1.30
C -2.13 -0.27 -3.80
C -0.93 3.54 -0.13
C -4.22 -4.29 -0.97
C -3.23 2.66 -0.69
C 3.90 1.31 -0.51
C -3.78 -2.54 0.61
C 1.37 4.10 -0.30
H -2.38 5.07 0.34
H -2.57 -0.87 2.54
H 1.49 4.45 0.73
H -0.77 -3.82 -2.29
H -4.25 -0.54 -0.55
H 1.17 4.97 -0.94
H -0.85 -0.48 2.42
H 2.73 -0.87 -1.65
H 2.78 -2.40 0.51
H -6.51 -3.02 0.67
H -2.93 -4.50 -2.61
H -3.54 3.63 -1.05
H 3.48 4.13 -0.66
H 1.75 -2.64 -0.89
H 3.87 1.31 -1.61
H 3.41 -0.06 1.06
H 1.02 -1.15 1.66
H -0.28 -2.62 -1.19
H -1.12 5.56 -0.81
H -0.73 5.40 0.90
H -5.03 1.64 -1.27
H 2.57 3.18 -1.83
H 4.50 -0.73 -0.15
H 0.50 -2.76 1.22
H -6.23 -4.76 0.48
H 4.91 1.61 -0.21
H -1.38 -2.17 2.46
H 2.06 1.74 0.22
H -2.28 1.30 -5.03
H -4.87 -5.12 -1.23
H -5.65 -3.92 1.93
```

***

6.
Here is a structure of composition C22H31N2O2OsSe2Si from the OMol25 dataset. Energies are from ωB97M-V/def2-TZVPD.

The spin multiplicity is 5. The total energy is -6299.66340 hartree. Its HOMO energy (alpha / beta) is -10.380 / -11.032 eV. As for the charge: +1.

The geometry in XYZ format:
```
61
C22H31N2O2OsSe2Si | the OMol25 dataset | ωB97M-V/def2-TZVPD
Os 0.07 0.02 0.55
Se 1.60 -0.37 -2.23
Se 2.73 -0.41 1.15
Si -1.13 0.75 3.49
O 0.86 1.81 0.16
O -0.95 -1.57 0.38
N -0.67 2.14 -1.54
N -1.05 0.86 -1.21
C 1.20 -1.88 -3.38
C 1.98 6.41 -1.37
C 0.31 2.54 -0.81
C 0.55 1.47 3.87
C -1.23 -1.05 3.95
C -2.07 -1.84 -0.36
C 3.36 -0.95 -1.65
C 0.88 3.88 -1.00
C -2.14 0.37 -1.65
C 0.82 6.05 -2.04
C 0.27 4.79 -1.87
C -3.77 -1.38 -2.00
C 3.79 -0.14 -0.45
C -4.35 -2.62 -1.78
C -2.62 -0.96 -1.31
C -3.79 -3.46 -0.83
C -2.45 1.73 4.34
C 2.59 5.50 -0.51
C 2.97 -2.33 1.35
C 2.04 4.25 -0.32
C -2.66 -3.07 -0.13
C -1.46 0.89 1.61
H -2.14 -1.50 3.55
H 4.03 -2.55 1.26
H 4.06 -0.79 -2.47
H -3.45 1.37 4.08
H -2.34 1.65 5.43
H -4.23 -4.43 -0.63
H 0.21 -1.71 -3.79
H -5.23 -2.91 -2.33
H 2.39 -2.87 0.60
H 3.49 5.78 0.02
H -2.75 0.98 -2.31
H 4.82 -0.39 -0.16
H 3.32 -2.01 -1.43
H 1.37 0.85 3.48
H -2.39 2.79 4.08
H -0.63 4.50 -2.39
H 0.34 6.76 -2.71
H 2.40 7.39 -1.51
H 1.21 -2.81 -2.81
H 2.61 -2.59 2.34
H -2.41 0.40 1.36
H 2.50 3.54 0.36
H 3.74 0.93 -0.63
H -2.21 -3.71 0.62
H -1.52 1.95 1.33
H 0.69 1.55 4.95
H -4.21 -0.71 -2.72
H -0.38 -1.63 3.57
H 1.92 -1.92 -4.19
H -1.26 -1.17 5.04
H 0.64 2.47 3.44
```

***

Looking at molecular weight for the records above, in order, we have 513.5, 820.8, 727.5, 595.0, 637.2, 731.7 g mol⁻¹.